Computed, not measured: a structure of composition C27H49F2NO2RuSi2 at a distorted geometry, with wB97M-V/def2-TZVPD.

The geometry in XYZ format:
```
84
Properties=species:S:1:pos:R:3:forces:R:3
O 2.661772 0.994702 2.240237 -1.188 0.520 1.486
O 4.072256 0.113815 0.683747 1.044 -0.653 -1.198
C 1.761972 2.118048 1.957363 -0.111 -0.186 -0.071
C 1.488855 2.932933 3.195923 -0.085 0.132 0.251
H 0.834535 1.712166 1.530975 0.192 0.066 -0.041
H 2.270686 2.720077 1.200852 -0.022 -0.233 0.086
H 0.790302 2.428371 3.869925 0.151 0.148 -0.036
H 1.021217 3.878152 2.906776 0.037 -0.121 -0.034
H 2.411093 3.173356 3.736203 -0.138 -0.087 -0.117
C 2.163024 -0.018347 3.196124 -0.255 0.213 -0.315
C 3.327295 -0.683651 3.868281 0.314 -0.067 0.271
H 1.546296 -0.737694 2.640333 0.027 0.260 0.066
H 1.533170 0.518874 3.909468 0.152 -0.209 -0.142
H 3.978379 -1.208861 3.161486 -0.150 0.192 0.152
H 2.943280 -1.424749 4.576052 0.037 0.085 -0.086
H 3.918175 0.045797 4.432751 -0.067 -0.146 -0.122
C 3.752459 -1.013161 -0.201978 0.045 0.291 -0.288
C 4.983578 1.160826 0.207765 -0.133 -0.002 -0.138
C 3.439179 -2.227580 0.628359 -0.012 -0.248 0.211
H 4.633563 -1.173728 -0.832365 -0.166 0.070 0.147
H 2.904354 -0.719657 -0.838765 0.262 -0.043 0.131
H 4.237860 -2.438530 1.350124 -0.157 0.074 -0.215
H 3.351106 -3.102322 -0.022692 -0.049 0.158 0.022
H 2.488913 -2.118108 1.160889 0.143 -0.052 -0.061
C 6.175130 1.258135 1.124162 0.141 -0.108 0.177
H 4.416246 2.098661 0.201300 0.045 -0.170 -0.092
H 5.263495 0.914953 -0.821408 -0.093 0.023 0.197
H 5.873153 1.542986 2.137243 0.025 -0.066 -0.154
H 6.860710 2.020584 0.750747 -0.051 -0.001 -0.002
H 6.721295 0.311546 1.172718 -0.104 0.106 -0.024
H 3.270957 0.531299 1.395991 0.010 0.002 -0.063
Ru -1.389859 -0.407064 -0.591066 -0.151 -1.401 2.276
C -0.251251 -0.120038 -2.097932 2.116 -0.543 -2.636
Si 0.760561 1.365828 -2.733069 -0.581 -0.653 -0.369
H 0.357155 -1.064806 -2.173659 -0.179 0.732 -0.047
H -0.989190 -0.231707 -2.943846 0.360 0.135 0.644
C 1.123651 2.712642 -1.497471 0.124 0.368 0.270
C -0.290701 1.980116 -4.165732 0.214 0.201 -0.020
C 2.369749 0.672724 -3.406502 0.180 -0.030 -0.077
C -2.020596 1.459529 -0.363683 -0.868 1.498 0.344
Si -3.837732 1.268436 -0.873216 -0.617 0.689 -0.068
H -1.530983 2.225444 -0.990905 -0.298 -0.340 0.166
H -1.960025 1.798780 0.692804 -0.046 -0.165 -0.327
C -3.989764 0.911108 -2.705289 0.068 -0.008 -0.155
C -4.638569 2.936620 -0.517083 -0.053 0.084 -0.022
C -4.784181 -0.040776 0.075038 -0.025 -0.186 0.148
H 2.480657 0.976686 -4.455861 0.129 -0.113 0.223
H 2.360066 -0.423975 -3.368008 0.054 0.208 -0.107
H 3.244182 1.028686 -2.848060 -0.064 -0.032 -0.147
H 0.394723 2.744782 -0.681274 0.132 0.058 -0.167
H 1.114626 3.690505 -2.002072 0.051 -0.211 0.170
H 2.120731 2.573237 -1.058299 -0.133 0.047 -0.104
H -1.169282 2.543887 -3.829315 0.130 -0.074 -0.070
H -0.641332 1.127175 -4.763009 0.088 0.192 0.115
H 0.307010 2.622951 -4.825239 -0.205 -0.012 0.091
H -3.956323 3.761905 -0.756900 -0.155 -0.113 0.025
H -4.913799 3.018411 0.542652 0.063 0.014 -0.185
H -5.550583 3.064412 -1.115660 0.139 -0.013 0.151
H -4.424170 -0.147314 1.107329 -0.119 0.002 -0.139
H -4.729651 -1.024566 -0.409252 0.032 0.158 0.125
H -5.845252 0.251629 0.116598 0.278 -0.066 -0.004
H -5.055837 0.948079 -2.976228 0.266 -0.014 0.025
H -3.617609 -0.087622 -2.965854 -0.071 0.139 0.004
H -3.458848 1.652600 -3.317976 -0.127 -0.141 0.094
F -2.965379 -4.070480 -4.310197 0.015 0.167 1.090
C -2.855828 -3.750765 -2.974624 0.542 0.565 -1.326
C -2.202217 -2.562151 -2.643528 -0.467 -1.101 -0.015
C -2.112449 -2.222122 -1.298141 -0.761 0.138 -0.271
C -2.616691 -3.071936 -0.295214 -0.492 -0.825 0.054
C -3.289815 -4.239713 -0.727615 -0.224 -0.329 0.591
F -3.890589 -5.065063 0.197836 0.593 0.564 -0.641
C -3.420247 -4.615593 -2.048675 0.131 0.295 0.316
C -2.467205 -2.635672 1.081765 -0.603 -0.571 0.049
C -2.977919 -3.242168 2.227190 -0.089 -0.061 -0.118
C -2.828880 -2.633045 3.461005 -0.296 -0.722 0.034
C -2.136869 -1.426473 3.549704 0.791 1.474 -0.483
C -1.621926 -0.850864 2.394369 -0.624 -0.833 1.264
N -1.794513 -1.462437 1.203270 1.236 1.124 -0.928
H -1.772972 -1.919120 -3.403491 -0.258 -0.296 -0.165
H -3.932714 -5.528397 -2.339686 0.101 0.238 0.075
H -3.493851 -4.183705 2.097604 -0.009 0.136 0.281
H -3.247142 -3.098541 4.349707 0.103 0.103 -0.162
H -1.987270 -0.908209 4.493894 -0.096 -0.188 -0.103
H -1.067405 0.089255 2.364280 -0.173 -0.237 0.237
```
Forces are in eV/Å.

Values from the calculation:
LUMO (spin up / spin down) in eV: -2.04 / -4.21
2S+1: 6
Expectation value of S²: 8.7775
Total charge: +1
Frontier orbital gap (spin up / spin down) in eV: 4.985 / 6.242
Calculated total energy in eV: -58140.360
Energy above the lowest of the compared OMol25 structures with the same formula, charge and spin in eV: 0.000

Atomic partial charges in e from the Mulliken method, atoms 1 to 4: -0.18 0.08 0.21 -1.59